The following is a quantum chemistry calculation of a structure of composition C39H51N7SbSeSi3Ti, from OMol25.

Kohn-Sham gap: 5.6398 eV
calculated total energy: -170329.0125 eV

ORCA input file:
```
! RIJCOSX wB97M-V def2-TZVPD def2/J DEFGRID3
* xyz 1 1
C 4.92 1.71 -0.10
C -3.10 -2.53 -0.51
H -0.09 0.58 4.44
H 3.53 4.55 -0.04
Si 3.27 2.18 0.65
H -4.76 1.57 1.30
H -4.12 0.37 4.90
C -1.98 2.70 4.96
H 1.81 -4.47 2.78
H -4.13 5.68 0.46
H -1.63 1.06 -2.37
C 0.92 4.38 -2.49
H -2.63 5.40 3.59
H 3.93 4.27 1.67
C -2.72 1.67 0.67
C 0.68 1.70 -2.71
C -1.86 -1.85 -0.79
C -4.69 3.05 3.81
Se -2.36 -1.56 1.66
H -4.01 0.71 -2.84
H 1.05 5.45 -2.38
H 4.86 1.07 -4.23
Si -3.09 2.12 3.59
H -3.85 -3.67 -3.61
C 1.87 -2.61 1.72
H -1.39 5.66 -0.26
H -0.29 2.05 -4.60
H -1.68 -2.53 -4.10
H 5.68 1.95 0.65
H -0.39 -1.44 -2.38
H -0.52 -0.52 3.14
N 1.79 -0.56 0.47
C 1.59 -3.96 1.85
C 0.11 0.32 3.41
C 0.16 2.51 -3.73
C 3.23 -1.70 -2.12
H -1.13 2.05 5.14
C 2.89 -0.37 -1.89
C 3.51 0.61 -2.66
C 1.28 2.30 -1.60
C -1.31 4.59 -0.03
C 1.58 -1.97 0.52
H 2.33 -2.05 2.53
C -4.14 4.63 0.75
H 0.71 0.63 -2.84
C 0.77 -3.92 -0.37
H 5.43 -1.32 -4.68
H 3.33 1.66 -2.47
C -2.35 1.12 -1.57
H -5.48 2.78 3.10
Si -2.43 4.23 1.38
H -1.59 3.70 4.77
H 2.80 -2.49 -1.54
C -1.35 -1.87 -2.14
H 1.15 -0.02 3.33
C 0.29 3.87 -3.63
H 0.80 -5.70 0.84
N 1.03 -2.62 -0.50
C 1.02 -4.64 0.78
H 5.16 2.25 -1.01
N -3.51 -2.49 0.74
H -2.69 -0.29 4.12
C 1.85 1.50 -0.49
C -3.83 -3.20 -1.56
H -1.88 6.39 2.34
H 2.64 1.92 3.08
H -0.94 5.12 3.13
C -4.08 1.42 0.46
C -2.23 2.36 1.90
C 4.40 0.27 -3.66
H -4.95 4.48 1.46
Sb -0.01 2.03 2.04
H -0.27 4.38 0.22
H -5.63 0.86 -0.91
H 2.24 4.37 1.14
N 1.93 0.07 -0.84
C -3.56 0.35 3.96
H 4.39 -3.07 -3.26
H 0.32 -4.41 -1.23
H -1.57 4.04 -0.94
H -4.75 -3.70 -1.32
C 4.73 -1.05 -3.90
C -4.57 1.04 -0.77
H -0.05 4.53 -4.41
N -1.84 1.41 -0.35
C -3.68 0.94 -1.84
H -4.21 -0.10 3.21
C 4.14 -2.03 -3.11
N -1.31 -1.24 0.25
Ti 0.07 0.29 -0.16
H 3.20 0.38 2.39
C -2.07 -2.51 -3.09
H -2.57 2.75 5.88
C -3.32 -3.17 -2.81
H 4.35 1.68 2.74
N 1.39 3.64 -1.50
H -4.56 4.13 3.77
C 3.23 4.02 0.87
C 3.34 1.46 2.37
H -5.06 2.80 4.81
H -4.36 4.05 -0.16
H 4.99 0.64 -0.31
C -1.93 5.38 2.75
*
```

The following is a quantum chemistry calculation of a structure of composition C18H40Br3N2O9, from OMol25.

Kohn-Sham gap: 7.9674 eV
calculated total energy: -250841.4730 eV

ORCA input file:
```
! RIJCOSX wB97M-V def2-TZVPD def2/J DEFGRID3
* xyz 1 1
H -4.56 -2.87 1.02
C 1.93 -0.91 -6.87
H -1.36 3.19 0.02
H -0.65 0.92 -4.17
C -3.37 0.00 -0.53
H -2.60 0.75 -0.42
H 3.74 4.26 1.84
C -2.14 3.84 -0.36
O 2.56 -3.71 3.12
N 0.69 -1.91 2.61
Br -3.85 3.43 0.42
H -0.29 -0.60 -3.32
O 2.32 -1.85 -5.95
H -2.06 -2.49 1.27
C -0.35 -0.12 -4.30
H -3.29 -0.64 1.49
H 2.67 2.79 2.13
H 0.60 -1.48 1.65
C 1.93 -1.48 3.31
H -2.33 -2.68 -0.31
C 0.54 0.20 -0.96
H 1.66 0.64 -4.51
H 1.57 5.45 -0.78
H -5.48 -1.38 0.66
C 1.67 -1.28 4.77
H 1.36 -2.20 5.27
H 0.90 1.12 -0.45
O 2.32 -0.87 -7.98
H -1.10 -0.54 -4.96
H -5.87 -2.56 -2.62
C -3.40 -1.08 0.50
H 1.06 -2.30 -4.29
H 2.92 5.89 0.11
C 1.75 -1.55 -4.70
H 4.50 -4.47 3.48
C 1.38 5.42 3.05
H -4.32 0.54 -0.50
C -4.61 -1.97 0.38
H 2.14 -0.49 2.92
H 3.78 -4.88 1.91
H -0.15 -1.65 3.13
H 0.70 -2.94 2.56
O 1.00 -0.09 -6.33
H 2.91 4.31 -0.80
N -2.17 -1.96 0.40
C 3.56 -4.71 2.97
O 0.28 -0.77 -0.01
H 3.90 -2.20 3.57
C 2.35 5.00 -0.17
O 1.07 5.46 1.74
C 1.05 -0.19 -4.88
H -6.62 -3.15 -1.10
H 3.30 -2.24 1.86
H 3.12 -5.61 3.38
Br -2.21 3.48 -2.27
H -1.24 -1.45 0.26
O -4.66 -2.40 -0.97
H 0.97 3.63 0.86
O 2.23 4.37 3.31
Br -1.67 5.67 -0.02
H -0.34 0.50 -1.57
H 2.55 -1.00 5.35
H 1.36 -0.03 -1.66
H 2.50 -1.50 -3.90
H 0.96 -0.47 4.96
C 1.73 4.38 1.04
C -5.96 -2.41 -1.54
C 2.75 3.87 2.07
H -3.28 -0.38 -1.55
O 1.02 6.15 3.89
C 3.04 -2.39 2.92
H -6.42 -1.40 -1.51
*
```

The following is a quantum chemistry calculation of a structure of composition C2H2FeO2, from OMol25.

Kohn-Sham gap (spin up / spin down): 8.2914 / 8.1045 eV
calculated total energy: -40575.6761 eV

ORCA input file:
```
! RIJCOSX wB97M-V def2-TZVPD def2/J DEFGRID3
* xyz 1 6
C -1.43 0.55 -0.07
O -0.35 1.26 -0.25
C -1.22 -0.87 0.16
O 0.07 -1.33 0.15
H -1.91 -1.27 0.93
Fe 1.33 0.16 0.17
H -1.97 -0.58 -0.93
*
```

The following is a quantum chemistry calculation of a structure of composition C5H10O3, from OMol25.

Kohn-Sham gap: 10.4680 eV
calculated total energy: -11487.8496 eV

ORCA input file:
```
! RIJCOSX wB97M-V def2-TZVPD def2/J DEFGRID3
* xyz 0 1
H 1.17 1.05 -0.71
O -0.34 1.65 1.78
H 2.24 -1.20 -1.11
C 0.84 0.14 -0.20
H -1.11 1.84 -1.04
O -0.91 -0.52 0.96
H 1.56 -1.79 0.43
O -0.65 -1.47 -1.35
H -1.26 1.51 2.09
H -1.77 0.57 -2.05
C -1.53 0.83 -1.02
C -0.59 -0.19 -0.41
C 1.92 -0.91 -0.11
H 2.79 -0.52 0.42
H -2.47 0.87 -0.46
H 0.76 -0.05 2.13
H -0.78 -2.19 -0.72
C 0.11 0.39 1.36
*
```

The following is a quantum chemistry calculation of a cluster of 5 separate species, C9H15N5O2 in total, from OMol25.

Kohn-Sham gap: 11.5534 eV
structure (SMILES): C[N+](=O)[O-].CC#N.CC#N.CC#N.CC#N
calculated total energy: -21117.2281 eV

ORCA input file:
```
! RIJCOSX wB97M-V def2-TZVPD def2/J DEFGRID3
* xyz 0 1
O -2.71 -0.29 -0.46
H -1.12 3.73 0.30
H 2.80 -2.82 0.09
H 2.97 -3.39 -1.60
C 1.07 -2.49 -1.20
C 0.33 0.41 0.70
N 2.32 -1.64 2.91
H -2.19 -1.42 -3.21
C -1.97 3.06 0.12
N -3.04 -0.59 -1.60
C -0.68 -0.42 1.44
H -2.31 2.62 1.00
H 4.74 0.27 2.27
N 1.09 1.07 0.15
O -4.14 -0.95 -1.93
H -0.23 -0.66 2.47
N -0.04 -2.57 -1.44
H 3.42 1.07 1.48
C -3.06 3.75 -0.52
N -3.94 4.30 -1.02
H 3.10 -1.67 -1.19
H -1.00 -0.65 -2.15
C 2.55 -2.55 -0.95
C 3.68 0.50 2.40
H -2.04 0.39 -3.25
H 3.53 1.21 3.19
H -1.57 0.12 1.75
C -1.98 -0.53 -2.66
C 2.93 -0.71 2.62
H -1.77 2.13 -0.54
H -0.74 -1.29 0.82
*
```

The following is a quantum chemistry calculation of the molecule C22H22N2O5, from OMol25.

Kohn-Sham gap: 9.2595 eV
structure (SMILES): CCOc1cc([C@@H]2NC(=O)NC(c3ccccc3)=C2C(C)=O)ccc1OC(C)=O
calculated total energy: -36389.8439 eV

ORCA input file:
```
! RIJCOSX wB97M-V def2-TZVPD def2/J DEFGRID3
* xyz 0 1
H -1.64 3.41 1.12
H -1.59 -4.28 -1.85
C -1.64 -2.22 -1.24
N 2.33 0.99 -1.54
H 0.48 3.57 -1.17
H -3.97 2.57 0.90
H -6.85 -1.94 0.85
C 4.05 -2.85 -0.45
H -6.33 -1.82 -0.84
C -3.13 1.97 0.58
O 2.28 -0.51 2.36
H -2.95 -3.36 -2.51
H -0.19 -0.22 -0.58
H 5.98 -3.39 0.29
C -1.83 2.43 0.70
C 1.63 1.05 0.72
H 0.70 2.94 1.13
C 5.26 -2.60 0.19
H -7.05 -0.41 -0.05
C 0.66 2.15 0.38
H -1.01 -2.38 -0.35
C -3.38 0.72 0.04
H 4.81 0.66 0.96
O -4.35 -1.43 1.33
C 1.64 0.48 2.08
O -4.68 0.28 -0.10
H 2.93 0.57 -2.25
H 1.12 2.20 3.24
C 2.41 0.52 -0.25
C -5.04 -0.86 0.53
H 0.87 0.65 4.05
C 0.79 1.18 3.11
C 3.12 -1.83 -0.58
C -2.33 -3.52 -1.63
O 1.73 2.58 -3.04
C -2.32 -0.09 -0.40
H 6.47 -1.15 1.18
H 3.83 -3.83 -0.84
C 5.53 -1.34 0.69
H -1.02 -1.85 -2.06
N 1.02 2.77 -0.89
C -6.42 -1.28 0.10
H -0.25 1.19 2.79
O -2.66 -1.28 -0.94
C 3.38 -0.57 -0.06
H 2.17 -2.03 -1.07
C 4.60 -0.33 0.56
C -1.02 0.38 -0.26
C 1.67 2.15 -1.91
H -2.96 -3.86 -0.81
C -0.77 1.63 0.29
*
```

The following is a quantum chemistry calculation of a structure of composition C12H41AlBClN14O13P, from OMol25.

Kohn-Sham gap: 6.4933 eV
calculated total energy: -89683.6827 eV

ORCA input file:
```
! RIJCOSX wB97M-V def2-TZVPD def2/J DEFGRID3
* xyz -1 1
O 1.42 4.26 -3.73
H -1.02 4.07 -3.23
H 0.15 1.21 3.75
N 5.33 5.76 -6.37
C 0.49 3.46 -1.05
H -3.53 3.87 -4.80
O 2.61 -0.87 4.52
H -5.78 -0.88 2.04
O 5.04 -4.63 3.48
H 4.75 6.08 -7.13
H 0.47 -0.33 2.56
N 1.38 -2.81 0.40
Cl 2.41 0.05 0.52
C 0.40 1.81 1.53
H -0.76 -0.60 -3.63
H -0.44 3.76 -0.40
C 1.68 -4.05 -0.01
C -4.05 -0.26 1.21
H -6.96 3.27 -4.38
H 2.31 -4.02 4.77
H -0.03 0.06 0.15
H -4.37 -2.80 3.25
C -5.01 3.12 -3.65
N 2.26 -3.04 5.01
H 1.76 -2.51 1.29
H 1.33 2.45 1.89
N 6.21 -6.56 3.57
Al 3.24 3.34 -0.67
N -3.57 0.35 0.11
O -3.33 -0.64 2.12
N 1.15 -4.40 -1.19
H 1.86 -2.78 5.90
H 4.01 -5.62 1.47
H -4.40 -3.39 4.89
H 4.90 -7.11 1.51
H -2.72 2.23 -2.14
H 3.27 -3.43 2.76
B -1.07 1.01 -2.50
H 6.44 -7.47 3.20
C -6.22 -3.31 3.87
H 4.38 4.02 -1.53
N -5.38 -0.42 1.23
H 0.10 5.87 -2.30
O -1.57 0.01 -3.51
H -5.99 -0.12 0.49
N -6.86 -3.80 4.94
O -6.79 -3.03 2.83
H -6.41 -4.04 5.81
H 0.80 -2.17 -0.12
N -4.89 -3.16 4.04
O -2.09 1.63 -1.63
O 5.57 4.77 -4.36
N 4.70 -6.21 1.91
C 5.30 -5.73 3.02
H -1.22 0.55 2.53
C 0.76 0.92 0.20
C 4.85 5.15 -5.27
H -4.14 0.66 -0.65
N 3.20 -2.46 3.03
C 2.69 -2.05 4.20
H -6.75 2.51 -2.83
N -6.35 2.96 -3.64
O 0.38 1.22 -2.46
H -2.57 0.49 0.06
H 3.54 -1.75 2.40
N 3.52 4.99 -5.26
C 0.84 1.83 -1.20
H 1.35 -5.33 -1.54
H -5.11 4.05 -5.51
H -7.86 -3.93 4.86
P 0.26 4.48 -2.66
H 3.61 2.79 0.79
H 2.91 5.29 -6.00
O 2.33 1.82 -1.41
O 1.60 4.21 -0.39
O 2.38 -4.81 0.65
H -0.57 2.48 1.37
H 0.57 -3.79 -1.75
H 6.33 5.90 -6.42
H 6.68 -6.23 4.40
O -4.29 2.75 -2.74
C -0.05 0.71 2.70
N -4.53 3.73 -4.75
H 3.12 4.54 -4.45
*
```

The following is a quantum chemistry calculation of a cluster of 2 separate species, C5H8ClNO in total, from OMol25.

Kohn-Sham gap: 8.9079 eV
calculated total energy: -21368.2934 eV

ORCA input file:
```
! RIJCOSX wB97M-V def2-TZVPD def2/J DEFGRID3
* xyz 0 1
N 0.09 0.45 -1.04
H 0.89 2.62 -2.35
H -0.48 -1.00 3.24
O 0.76 1.50 -0.39
C -0.44 -1.13 2.23
H -2.17 -1.59 -0.27
C 1.55 2.36 -1.36
H 2.81 1.64 -1.61
H -0.83 -2.47 -0.05
H -1.01 -1.73 -1.84
Cl -1.15 -2.54 1.85
H 0.08 0.88 1.56
C -0.35 -0.37 -0.15
H 1.78 3.04 -0.46
C -0.33 -0.12 1.29
C -1.21 -1.55 -0.65
*
```

Which max |F| belongs to each record? In order, 2.454, 1.951, 5.795, 4.864, 3.557, 0.787, 5.931, 5.759 eV/Å.